Formula: C24H43N2OS3SbSiV
Source: the OMol25 dataset
Level of theory: ωB97M-V/def2-TZVPD

Geometry as ORCA input:
```
! wB97M-V def2-TZVPD RIJCOSX def2/J DEFGRID3
* xyz 0 4
V 0.8186 0.4846 0.2224
C -1.1723 2.8925 4.2564
C -0.6624 3.6214 3.0224
C -1.8487 3.8863 2.1283
C 0.5396 2.9688 2.3352
C 1.2258 1.8434 2.8264
C 2.1604 1.1352 1.9728
C 2.5424 1.7659 0.7137
C 3.6364 1.0992 -0.0911
C 1.9134 3.0082 0.3159
C 0.9307 3.5773 1.1357
H -2.0755 3.3511 4.6291
H -0.3957 2.8605 5.0237
H -1.4208 1.9211 3.7851
H -0.2040 4.5759 3.2491
H -2.0369 3.0631 1.3895
H -1.7499 4.8330 1.5295
H -2.7974 3.8774 2.6186
H 1.1095 1.5732 3.8628
H 2.6305 0.2070 2.2818
H 3.8732 0.1217 0.3555
H 4.4888 1.7655 -0.0848
H 3.2960 0.8341 -1.1420
H 2.0786 3.3933 -0.6843
H 0.3577 4.4360 0.8546
S -4.3864 1.0111 3.3039
Sb -4.9890 1.5081 1.2198
S -2.9393 0.6453 -0.2050
S -1.2357 0.7971 0.9339
C 1.7352 -2.4676 2.2912
Si 0.6410 -2.0860 0.8135
C -1.0946 -2.7873 1.6614
C -1.5097 -1.8730 2.8449
C -2.1112 -2.7858 0.4856
C -0.8962 -4.2126 2.2969
C 1.2457 -3.1690 -0.6827
C 1.1516 -4.6066 -0.1572
C 0.5177 -2.9469 -1.9865
C 2.7142 -2.8011 -0.9183
H 1.9793 -3.5453 2.2433
H 1.3098 -2.2844 3.2357
H 2.6867 -1.9042 2.2182
H -1.7535 -0.8860 2.3846
H -0.7442 -1.8108 3.6232
H -2.4370 -2.2135 3.3370
H -3.0451 -3.0269 1.0128
H -1.8903 -3.6463 -0.1504
H -2.1857 -1.8527 -0.0857
H 0.0940 -4.3537 2.7413
H -0.9934 -5.0160 1.5396
H -1.6984 -4.3481 3.0731
H 0.8719 -4.7453 0.9126
H 2.1008 -5.2058 -0.0891
H 0.4628 -5.2484 -0.6170
H -0.6037 -3.0379 -1.8509
H 0.7557 -3.7372 -2.7466
H 0.6733 -1.9275 -2.4134
H 3.3323 -2.9147 0.0159
H 2.8347 -1.7436 -1.2490
H 3.1962 -3.4621 -1.5730
N 0.8843 0.8348 -1.7206
C 0.5927 1.1106 -2.8137
N -0.1058 1.6973 -3.7878
C 0.5810 2.1841 -5.0266
C -0.2947 1.9497 -6.2444
O -1.6844 2.2498 -6.0045
C -2.2899 1.5775 -4.8793
C -1.6055 2.1109 -3.6398
H 1.5487 1.7171 -5.2315
H 0.7370 3.2794 -4.8869
H -0.1551 0.8477 -6.4711
H 0.1013 2.5615 -7.1003
H -2.3335 0.4858 -4.9054
H -3.3674 1.9375 -4.7987
H -2.0237 1.8207 -2.6863
H -1.6127 3.2245 -3.7729
*
```

Calculated values
- HOMO-LUMO gap (spin up / spin down): 4.3061 / 5.9860 eV
- HOMO energy (spin up / spin down): -5.27 / -6.92 eV
- E_LUMO (spin up / spin down): -0.965 / -0.933 eV
- <S²>: 3.97
- Calculated total energy: -103217.682 eV
- ΔE to the lowest compared entry with this formula, charge and spin: 52.3 kcal per mole

Atom charges from the Mulliken analysis, given in e for atoms 1 to 2:
1 V 0.013
2 C -1.555